(1)
The following is a DFT calculation (wB97M-V/def2-TZVPD) of a molecular structure, C43H56BBrInN9O6PS4Se in a non-equilibrium geometry.

```
! RIJCOSX wB97M-V def2-TZVPD def2/J DEFGRID3
* xyz 1 1
In -1.12 -2.78 0.78
C 5.24 0.77 2.90
C 4.27 1.25 1.87
C 4.61 2.24 1.00
C 3.67 2.68 0.04
N 2.51 2.11 -0.06
N 2.17 1.10 0.75
B 0.75 0.64 0.34
N 0.63 -0.32 -0.91
N -0.53 -0.06 -1.55
C -0.93 -0.82 -2.54
C -0.15 -1.91 -2.97
C 1.08 -2.12 -2.42
C 2.00 -3.14 -3.03
C 1.49 -1.30 -1.32
S 3.32 -1.06 -1.11
C -2.21 -0.47 -3.29
C -3.21 -1.63 -3.11
C -1.87 -0.32 -4.78
C -2.80 0.83 -2.79
N -0.20 1.90 0.26
N -0.34 2.94 -0.54
C -1.12 3.91 -0.10
C -1.66 3.88 1.21
C -1.54 2.78 2.01
C -2.05 2.68 3.41
C -0.84 1.72 1.42
S -0.29 0.17 1.95
C -1.39 5.07 -1.05
C -2.49 6.00 -0.52
C -1.85 4.51 -2.41
C -0.10 5.88 -1.27
C 2.98 0.63 1.76
S 2.59 -0.59 2.87
C 3.92 3.86 -0.91
C 2.87 4.93 -0.60
C 3.74 3.36 -2.35
C 5.32 4.44 -0.72
H 6.12 1.42 2.93
H 5.57 -0.24 2.63
H 4.77 0.73 3.88
H 5.59 2.67 1.05
H -0.48 -2.53 -3.78
H 1.52 -3.58 -3.90
H 2.24 -3.94 -2.33
H 2.93 -2.67 -3.33
H -2.81 -2.57 -3.47
H -4.13 -1.40 -3.65
H -3.45 -1.75 -2.05
H -1.51 -1.26 -5.22
H -1.10 0.44 -4.93
H -2.76 -0.01 -5.33
H -2.97 0.81 -1.71
H -3.74 1.03 -3.30
H -2.11 1.65 -3.00
H -2.18 4.75 1.59
H -2.52 3.62 3.71
H -1.22 2.46 4.10
H -2.77 1.87 3.49
H -3.39 5.43 -0.26
H -2.75 6.72 -1.29
H -2.16 6.56 0.36
H -2.75 3.91 -2.29
H -1.07 3.89 -2.84
H -2.06 5.33 -3.09
H 0.29 6.27 -0.34
H -0.31 6.71 -1.94
H 0.66 5.25 -1.74
H 1.87 4.50 -0.69
H 2.96 5.76 -1.29
H 2.99 5.31 0.42
H 2.74 2.94 -2.48
H 4.48 2.59 -2.59
H 3.87 4.19 -3.05
H 5.46 4.80 0.30
H 5.44 5.30 -1.39
H 6.09 3.71 -0.96
C -2.74 -5.54 3.03
O -1.72 -4.59 3.44
P -1.98 -2.99 3.32
O -0.66 -2.61 4.20
C -0.59 -1.38 4.96
O 3.00 -4.54 2.29
C 3.68 -5.34 3.31
H -3.58 -5.52 3.73
H -2.27 -6.52 3.05
H -3.10 -5.33 2.02
H 0.15 -0.72 4.50
H -0.27 -1.64 5.96
H -1.55 -0.88 4.99
H 3.80 -6.34 2.91
H 3.02 -5.37 4.16
H 4.64 -4.90 3.55
O -3.37 -3.71 0.39
C -3.84 -2.57 0.42
N -3.06 -1.48 0.31
S -3.85 -0.21 1.03
O -3.54 -0.20 2.44
O -3.66 1.03 0.33
C -5.47 -0.90 0.83
C -6.73 -0.34 0.89
C -7.82 -1.18 0.70
C -7.64 -2.54 0.47
C -6.36 -3.10 0.40
C -5.29 -2.25 0.57
H -6.87 0.72 1.08
H -8.82 -0.77 0.71
H -8.50 -3.18 0.33
H -6.21 -4.15 0.20
Br 5.86 -0.32 -1.26
C 3.82 -2.68 -0.56
C 4.94 -3.32 -1.10
C 5.41 -4.46 -0.51
C 4.82 -4.94 0.66
C 3.73 -4.23 1.06
N 3.18 -3.20 0.48
H 5.42 -2.90 -1.97
H 6.26 -4.98 -0.92
H 5.21 -5.80 1.18
H 2.71 -3.66 2.66
Se -0.45 -5.27 -0.27
C -1.48 -4.93 -1.72
N -2.09 -4.67 -2.67
*
```

Output
ΔE to the lowest compared entry with this formula, charge and spin = 464.8 kJ/mol
calculated total energy = -265058.40657 eV
highest occupied orbital energy (alpha / beta) = -9.6 / -9.6 eV
gap between HOMO and LUMO (alpha / beta) = 5.557 / 5.555 eV
LUMO energy (alpha / beta) = -4.06 / -4.07 eV

Here are the Löwdin charges for atoms 1 to 6, given in e: 0.611 -0.082 -0.277 0.039 -0.206 0.169

=====

(2)
The following is a DFT calculation (wB97M-V/def2-TZVPD) of C2H3Cl2N in the gas phase in a non-equilibrium geometry.

```
! RIJCOSX wB97M-V def2-TZVPD def2/J DEFGRID3
* xyz 0 1
C 0.40 -0.78 0.13
C -0.44 0.50 0.22
N -0.34 1.68 -0.19
Cl 0.47 -1.20 -1.67
Cl -1.83 0.17 1.29
H -0.02 -1.54 0.62
H 1.36 -0.59 0.43
H 0.39 1.76 -0.83
*
```

Output
ΔE to the lowest compared entry with this formula, charge and spin = 8.6 kJ/mol
SMILES string = [H]/N=C(/Cl)CCl
calculated total energy = -28656.84734 eV
highest occupied orbital energy = -10.9 eV
gap between HOMO and LUMO = 11.257 eV
LUMO energy = 0.37 eV

Here are the Löwdin charges for atoms 1 to 6, given in e: -0.494 -0.819 0.105 0.518 0.614 0.000

=====

(3)
The following is a DFT calculation (wB97M-V/def2-TZVPD) of C11H12O in the gas phase in a non-equilibrium geometry.

```
! RIJCOSX wB97M-V def2-TZVPD def2/J DEFGRID3
* xyz 0 1
C 3.21 0.65 0.22
C 2.87 0.23 -1.06
C 2.42 0.27 1.29
C 1.74 -0.54 -1.26
C 1.28 -0.50 1.09
C 0.92 -0.90 -0.19
C -2.23 0.58 0.02
C -1.34 -0.21 -0.50
C -1.75 0.94 -1.37
C -3.17 0.99 1.07
C -0.42 -1.55 -0.45
O -0.88 -2.47 0.48
H 4.08 1.26 0.38
H 3.48 0.51 -1.90
H 2.68 0.60 2.29
H 1.46 -0.85 -2.26
H 0.67 -0.76 1.95
H -2.40 0.76 -2.22
H -1.07 1.78 -1.51
H -3.14 0.30 1.91
H -4.19 1.01 0.67
H -2.93 2.00 1.42
H -0.47 -2.02 -1.43
H -0.81 -2.09 1.36
*
```

Output
ΔE to the lowest compared entry with this formula, charge and spin = 216.4 kJ/mol
SMILES string = CC1=C([C@H](O)c2ccccc2)C1
calculated total energy = -13646.38722 eV
highest occupied orbital energy = -8.6 eV
gap between HOMO and LUMO = 9.366 eV
LUMO energy = 0.78 eV

Here are the Löwdin charges for atoms 1 to 6, given in e: -0.093 -0.082 -0.080 -0.035 -0.034 -0.191